1.
A 13-piece molecular cluster, C19H64O19 overall. Source: OMol25; level of theory: wB97M-V/def2-TZVPD.

Calculated values
relative energy (zero: lowest compared OMol25 entry of this formula, charge and spin) = 353.8 kJ/mol
gap between HOMO and LUMO = 9.8 eV
HOMO energy = -9.7878 eV
charge = 0

Each line ends with the Löwdin charge.
Element x y z (Å)
1 C -4.173 -2.570 4.983  -0.1704
2 O -2.871 -2.887 4.525  -0.1186
3 H -4.758 -2.144 4.169  0.0663
4 H -4.684 -3.395 5.481  0.0790
5 H -4.161 -1.762 5.715  0.0708
6 H -2.354 -2.088 4.405  0.0663
7 C 5.322 -4.458 -1.684  -0.1621
8 O 4.546 -3.274 -1.776  -0.1230
9 H 4.911 -5.008 -0.838  0.0703
10 H 5.219 -5.062 -2.586  0.0741
11 H 6.396 -4.481 -1.500  0.0788
12 H 3.662 -3.484 -2.085  0.0690
13 C 1.165 -5.690 0.283  -0.1548
14 O 0.794 -6.864 1.008  -0.1304
15 H 1.729 -5.995 -0.598  0.0758
16 H 0.338 -5.033 0.012  0.0692
17 H 1.882 -5.173 0.921  0.0721
18 H 0.229 -6.665 1.758  0.0699
19 C -0.051 -1.184 -0.015  -0.1317
20 O 1.122 -0.481 0.444  -0.1381
21 H -0.764 -0.516 -0.497  0.0773
22 H 0.275 -1.871 -0.796  0.0638
23 H -0.401 -1.807 0.808  0.0756
24 H 1.037 0.416 0.113  0.0565
25 C -4.046 -5.274 -0.048  -0.2041
26 O -4.564 -5.312 -1.313  -0.1012
27 H -3.174 -5.911 0.096  0.0804
28 H -3.739 -4.255 0.189  0.0716
29 H -4.792 -5.549 0.697  0.0749
30 H -5.266 -4.669 -1.440  0.0664
31 C 0.360 -2.098 -5.023  -0.1379
32 O 1.553 -2.852 -4.674  -0.1336
33 H -0.235 -1.865 -4.139  0.0650
34 H 0.563 -1.223 -5.640  0.0754
35 H -0.268 -2.721 -5.659  0.0680
36 H 2.320 -2.344 -4.947  0.0521
37 C -2.527 2.661 -3.684  -0.1682
38 O -2.951 2.933 -5.006  -0.1182
39 H -1.509 3.009 -3.508  0.0785
40 H -3.213 3.085 -2.951  0.0698
41 H -2.514 1.587 -3.502  0.0689
42 H -3.766 2.452 -5.168  0.0712
43 C 0.973 2.005 5.567  -0.2478
44 C 0.333 1.202 4.492  -0.2768
45 O -0.943 0.829 4.876  -0.0547
46 O 0.341 3.259 5.866  -0.0733
47 H 1.934 2.268 5.126  0.1132
48 H 1.048 1.468 6.513  0.1265
49 H 0.933 0.299 4.378  0.1307
50 H 0.273 1.820 3.597  0.1234
51 H -1.542 1.572 4.768  0.0790
52 H 0.249 3.401 6.811  0.0804
53 C -6.124 -0.394 -0.356  -0.2738
54 C -6.832 -1.754 -0.457  -0.2223
55 O -6.857 -2.319 -1.777  -0.0720
56 O -4.831 -0.498 -0.848  -0.0517
57 H -6.192 -0.139 0.701  0.1175
58 H -6.640 0.423 -0.859  0.1137
59 H -7.856 -1.648 -0.098  0.1124
60 H -6.383 -2.484 0.216  0.1175
61 H -7.434 -1.852 -2.386  0.0872
62 H -4.913 -0.754 -1.769  0.0830
63 C -3.187 4.235 3.041  -0.2144
64 C -3.134 3.728 1.589  -0.2608
65 O -2.275 4.481 0.763  -0.0608
66 O -4.001 3.355 3.840  -0.0821
67 H -3.733 5.179 3.037  0.1120
68 H -2.202 4.363 3.488  0.1231
69 H -4.126 3.560 1.168  0.1168
70 H -2.735 2.714 1.584  0.1191
71 H -2.698 5.309 0.527  0.0864
72 H -4.903 3.265 3.524  0.0795
73 C 4.586 0.688 -4.462  -0.2564
74 C 3.732 1.467 -3.499  -0.2671
75 O 3.016 2.457 -4.185  -0.0587
76 O 3.884 0.067 -5.513  -0.0512
77 H 5.043 -0.122 -3.894  0.1228
78 H 5.346 1.376 -4.832  0.1211
79 H 4.299 1.928 -2.690  0.1219
80 H 3.012 0.773 -3.064  0.1146
81 H 2.724 3.104 -3.539  0.0757
82 H 3.667 0.774 -6.125  0.0847
83 C 5.756 -0.442 2.324  -0.2289
84 C 6.118 0.257 1.058  -0.2782
85 O 6.629 -0.612 0.078  -0.0545
86 O 4.811 -1.470 1.973  -0.0720
87 H 5.298 0.237 3.043  0.1132
88 H 6.645 -0.869 2.787  0.1228
89 H 6.715 1.165 1.134  0.1234
90 H 5.163 0.589 0.651  0.1081
91 H 5.944 -1.263 -0.093  0.0689
92 H 4.006 -1.101 1.601  0.0759
93 C 2.270 4.735 0.003  -0.2440
94 C 2.162 6.083 -0.759  -0.2352
95 O 2.526 5.944 -2.131  -0.0628
96 O 1.297 3.788 -0.346  -0.0668
97 H 2.282 4.918 1.078  0.1129
98 H 3.210 4.235 -0.229  0.1174
99 H 2.895 6.792 -0.376  0.1087
100 H 1.239 6.608 -0.513  0.1135
101 H 2.132 6.666 -2.627  0.0836
102 H 0.411 4.155 -0.306  0.0710

2.
C39H44NOOsS3Te as an isolated structure. Source: OMol25; level of theory: wB97M-V/def2-TZVPD.

Calculated values
<S²> = 0.777
gap between HOMO and LUMO (spin up / spin down) = 7.4 / 5.9 eV
HOMO energy (spin up / spin down) = -12.9626 / -13.2058 eV
spin multiplicity = 2
charge = +2

Each line ends with the Mulliken spin population.
Element x y z (Å)
1 Os -1.756 -0.121 0.694  0.4518
2 C -1.020 1.858 3.360  0.0011
3 C -0.404 2.535 2.143  0.0008
4 S -0.936 1.994 0.479  -0.0092
5 C -2.441 2.998 0.252  0.0064
6 C -3.544 2.634 1.221  -0.0083
7 S -3.865 0.843 1.070  0.0297
8 C -4.352 0.361 2.744  0.0029
9 C -3.234 0.148 3.771  0.0069
10 S -1.532 0.108 3.133  0.0121
11 H -1.887 2.400 3.729  0.0003
12 H -0.284 1.845 4.163  -0.0009
13 H 0.673 2.390 2.135  -0.0003
14 H -0.578 3.611 2.183  -0.0002
15 H -2.735 2.801 -0.780  0.0027
16 H -2.159 4.048 0.336  -0.0002
17 H -4.466 3.158 0.975  -0.0002
18 H -3.274 2.871 2.249  0.0012
19 H -4.890 -0.571 2.585  0.0017
20 H -5.078 1.098 3.088  -0.0011
21 H -3.371 -0.817 4.257  0.0003
22 H -3.250 0.902 4.556  -0.0004
23 C -2.113 -0.094 -1.219  0.1613
24 C -2.354 -0.003 -2.423  0.1091
25 C -2.629 0.102 -3.805  0.0261
26 C -2.435 1.323 -4.471  0.0562
27 C -2.706 1.426 -5.821  -0.0342
28 C -3.159 0.314 -6.525  0.0811
29 C -3.348 -0.902 -5.877  -0.0342
30 C -3.092 -1.011 -4.524  0.0658
31 H -2.071 2.176 -3.912  0.0000
32 H -2.568 2.369 -6.332  -0.0004
33 H -3.368 0.397 -7.583  0.0032
34 H -3.701 -1.761 -6.432  -0.0002
35 H -3.242 -1.950 -4.007  -0.0002
36 C 6.830 -0.752 3.683  0.0000
37 C 5.610 -0.863 2.816  0.0001
38 C 4.355 -0.504 3.284  0.0002
39 C 3.215 -0.598 2.493  0.0003
40 C 1.916 -0.108 3.065  0.0156
41 C 3.359 -1.100 1.204  0.0033
42 Te 1.812 -1.548 -0.164  0.0037
43 N -0.042 -1.362 0.614  0.0506
44 C -0.217 -2.477 1.380  -0.0124
45 O 0.715 -3.179 1.749  0.0135
46 C -1.645 -2.775 1.712  -0.0103
47 C -2.646 -2.468 0.781  0.0176
48 C -3.985 -2.764 1.065  0.0004
49 C -4.309 -3.353 2.271  -0.0006
50 C -3.305 -3.660 3.194  -0.0004
51 C -1.978 -3.377 2.924  0.0003
52 C 1.695 0.078 -1.498  0.0041
53 C 2.122 1.390 -1.260  0.0006
54 C 2.749 1.871 0.022  0.0016
55 C 1.963 2.322 -2.281  0.0022
56 C 1.437 1.986 -3.520  -0.0001
57 C 1.337 2.996 -4.626  0.0004
58 C 1.049 0.668 -3.733  0.0072
59 C 1.171 -0.302 -2.751  -0.0133
60 C 0.751 -1.712 -3.087  0.0027
61 C 4.610 -1.473 0.686  -0.0011
62 C 4.800 -1.984 -0.721  0.0011
63 C 5.716 -1.334 1.510  0.0000
64 H 6.593 -0.321 4.653  0.0000
65 H 7.587 -0.127 3.206  0.0000
66 H 7.275 -1.734 3.845  0.0000
67 H 4.256 -0.125 4.296  -0.0001
68 H 1.653 -0.666 3.964  -0.0004
69 H 1.098 -0.201 2.356  -0.0080
70 H 2.023 0.944 3.344  -0.0001
71 H -2.359 -2.220 -0.241  -0.0103
72 H -4.749 -2.563 0.324  0.0013
73 H -5.336 -3.614 2.492  0.0000
74 H -3.569 -4.144 4.126  -0.0001
75 H -1.192 -3.627 3.624  -0.0009
76 H 1.986 2.076 0.778  -0.0004
77 H 3.285 2.802 -0.153  0.0000
78 H 3.449 1.160 0.447  -0.0002
79 H 2.296 3.339 -2.107  0.0002
80 H 1.530 4.006 -4.269  -0.0001
81 H 0.352 2.970 -5.093  0.0000
82 H 2.067 2.771 -5.406  0.0001
83 H 0.656 0.382 -4.703  0.0019
84 H 0.448 -1.770 -4.130  -0.0002
85 H -0.099 -2.031 -2.479  -0.0021
86 H 1.558 -2.435 -2.946  0.0006
87 H 4.244 -2.908 -0.904  0.0003
88 H 5.849 -2.205 -0.900  0.0001
89 H 4.497 -1.244 -1.468  0.0004
90 H 6.690 -1.611 1.123  -0.0001

3.
One molecule with the formula C28H30N2O4S. Source: OMol25; level of theory: wB97M-V/def2-TZVPD.

Calculated values
relative energy (zero: lowest compared OMol25 entry of this formula, charge and spin) = 29.5 kJ/mol
gap between HOMO and LUMO = 8.6 eV
HOMO energy = -7.9451 eV
charge = 0
SMILES = Cc1ccc([C@@H](C(=O)NC2CCCC2)N(Cc2ccc3c(c2)OCO3)C(=O)Cc2cccs2)cc1

Each line ends with the Löwdin charge.
Element x y z (Å)
1 C -0.307 3.999 -2.358  -0.0420
2 C -0.002 2.671 -1.738  -0.2739
3 C 0.835 2.561 -0.637  -0.0316
4 C 1.071 1.334 -0.044  -0.0334
5 C 0.477 0.185 -0.545  -0.1816
6 C 0.614 -1.153 0.147  -0.1397
7 C 1.901 -1.235 0.976  -0.4402
8 O 1.930 -1.281 2.188  0.0777
9 N 3.002 -1.238 0.202  0.1047
10 C 4.351 -1.234 0.727  -0.2859
11 C 5.158 -2.441 0.202  -0.1278
12 C 6.398 -1.856 -0.480  -0.1954
13 C 5.951 -0.467 -0.926  -0.1971
14 C 5.121 0.015 0.260  -0.1371
15 N -0.571 -1.428 0.954  0.0174
16 C -0.912 -0.434 1.948  -0.0861
17 C -1.715 0.718 1.382  -0.1901
18 C -2.688 0.510 0.417  -0.0328
19 C -3.398 1.563 -0.154  0.0217
20 C -3.094 2.829 0.277  -0.2077
21 C -2.130 3.047 1.262  -0.1995
22 C -1.433 2.012 1.829  0.0489
23 O -2.018 4.391 1.499  0.0359
24 C -2.939 5.015 0.632  -0.1631
25 O -3.606 4.034 -0.132  0.0284
26 C -1.283 -2.534 0.642  -0.4461
27 O -0.932 -3.294 -0.244  -0.0024
28 C -2.557 -2.835 1.431  -0.0975
29 C -3.640 -3.231 0.486  -0.5268
30 C -4.882 -2.685 0.364  -0.1457
31 C -5.651 -3.296 -0.652  -0.1982
32 C -4.977 -4.292 -1.280  -0.4133
33 S -3.385 -4.497 -0.662  1.0751
34 C -0.333 0.285 -1.671  -0.0185
35 C -0.571 1.511 -2.255  -0.0324
36 H 0.195 4.803 -1.826  0.0764
37 H 0.012 4.018 -3.400  0.0827
38 H -1.381 4.181 -2.338  0.0776
39 H 1.294 3.448 -0.224  0.1151
40 H 1.708 1.277 0.827  0.1217
41 H 0.641 -1.957 -0.601  0.1528
42 H 2.901 -1.179 -0.799  0.1556
43 H 4.238 -1.257 1.813  0.1429
44 H 4.550 -2.989 -0.519  0.1125
45 H 5.420 -3.128 1.004  0.1096
46 H 7.213 -1.763 0.239  0.1102
47 H 6.742 -2.474 -1.308  0.1055
48 H 5.329 -0.541 -1.820  0.1099
49 H 6.789 0.193 -1.145  0.1064
50 H 5.781 0.357 1.057  0.1154
51 H 4.443 0.828 0.002  0.1069
52 H -1.447 -0.905 2.776  0.1326
53 H 0.024 -0.055 2.363  0.1177
54 H -2.896 -0.490 0.071  0.1050
55 H -4.144 1.392 -0.911  0.1223
56 H -0.682 2.195 2.580  0.1333
57 H -2.403 5.705 -0.040  0.1351
58 H -3.674 5.586 1.223  0.1397
59 H -2.906 -2.000 2.032  0.1052
60 H -2.313 -3.675 2.091  0.1365
61 H -5.239 -1.879 0.981  0.1096
62 H -6.657 -3.002 -0.896  0.0963
63 H -5.314 -4.913 -2.086  0.0561
64 H -0.793 -0.606 -2.073  0.1266
65 H -1.216 1.577 -3.119  0.1189